# C3H10N3S

A 2-piece molecular cluster, C3H10N3S overall (wB97M-V/def2-TZVPD, the OMol25 dataset).

Calculated values
Net charge: +1
E_HOMO in eV: -13.054
Energy relative to the best compared isomer or geometry (same formula, charge and spin) in eV: 2.247
Multiplicity: 1
E in Eh: -682.4579

Last column: Löwdin charge in e.
Element x y z (Å)
C  1.26  0.67  0.00  -0.526
C  -1.07  -2.40  0.26  -0.002
C  -0.24  -1.27  -0.10  -0.123
N  1.95  1.23  0.99  0.176
N  1.06  0.80  -1.25  0.114
N  0.52  -0.51  0.56  0.139
S  -1.70  1.75  -0.46  0.465
H  -0.36  -3.24  0.40  0.122
H  -1.59  -2.16  1.13  0.078
H  -1.80  -2.56  -0.63  0.147
H  -0.63  -0.91  -1.12  0.146
H  2.51  2.10  0.80  0.167
H  1.87  0.80  1.92  0.126
H  1.55  1.53  -1.78  0.092
H  -1.01  2.28  -1.62  -0.109
H  0.59  -0.47  1.56  0.163
H  -2.91  2.37  -0.66  -0.176

***

# C30H52AsN3O4Si3W

C30H52AsN3O4Si3W as an isolated structure (wB97M-V/def2-TZVPD, the OMol25 dataset).

Calculated values
Net charge: +2
E_HOMO (spin up / spin down) in eV: -12.162 / -12.162
Energy relative to the best compared isomer or geometry (same formula, charge and spin) in eV: 0.000
Multiplicity: 1
E in Eh: -4810.4076

Last column: Löwdin charge in e.
Element x y z (Å)
W  -0.89  0.80  -0.43  1.825
C  -3.03  0.53  -3.17  -0.049
N  -1.56  0.53  -2.99  -0.213
C  -0.98  1.61  -3.84  -0.185
C  -1.64  2.98  -3.70  -0.139
C  -1.81  3.40  -2.24  -0.186
N  -0.75  2.78  -1.44  -0.103
C  0.32  3.54  -1.27  -0.063
C  1.54  3.13  -0.77  -0.167
C  2.59  4.07  -0.40  -0.022
C  3.76  3.65  0.05  -0.042
C  4.08  2.20  0.33  -0.329
C  2.92  1.27  0.00  -0.079
C  1.81  1.76  -0.67  -0.351
O  0.90  0.90  -1.23  -0.365
C  -1.05  -0.76  -3.55  -0.165
C  -0.70  -1.80  -2.52  -0.211
C  -1.80  -2.12  -1.53  -0.196
N  -2.21  -0.94  -0.73  -0.138
C  -3.25  -1.10  0.03  -0.057
C  -3.90  -0.05  0.77  -0.151
C  -4.88  -0.37  1.71  -0.001
C  -5.54  0.65  2.38  -0.039
C  -5.24  1.97  2.07  -0.015
C  -4.30  2.31  1.11  0.034
C  -3.62  1.29  0.46  -0.292
O  -2.68  1.56  -0.47  -0.270
H  -3.26  0.55  -4.24  0.117
H  -3.49  1.39  -2.69  0.081
H  -3.47  -0.37  -2.75  0.086
H  -1.05  1.30  -4.88  0.136
H  0.08  1.67  -3.58  0.118
H  -2.60  3.01  -4.22  0.120
H  -0.98  3.68  -4.22  0.129
H  -2.78  3.11  -1.86  0.091
H  -1.74  4.48  -2.15  0.129
H  0.22  4.59  -1.55  0.151
H  2.41  5.12  -0.56  0.123
H  4.56  4.36  0.24  0.124
H  4.91  1.92  -0.33  0.153
H  3.14  0.21  -0.04  0.043
H  -0.16  -0.55  -4.15  0.128
H  -1.80  -1.15  -4.25  0.137
H  0.19  -1.46  -1.98  -0.004
H  -0.41  -2.72  -3.03  0.138
H  -1.47  -2.91  -0.85  0.079
H  -2.69  -2.49  -2.06  0.141
H  -3.71  -2.08  0.11  0.148
H  -5.11  -1.40  1.92  0.128
H  -6.29  0.42  3.12  0.120
H  -5.76  2.77  2.59  0.125
H  -4.09  3.34  0.86  0.134
O  -0.23  1.90  0.99  -0.379
O  -1.20  0.94  1.50  -0.375
C  4.64  2.06  1.74  -0.062
Si  1.71  0.40  2.02  0.624
C  3.05  -0.55  2.89  -0.211
C  1.17  1.59  3.33  -0.158
As  0.58  -1.12  0.55  0.934
Si  -0.25  -2.62  2.27  0.359
C  1.21  -3.50  3.01  -0.187
C  -1.14  -1.60  3.57  -0.185
C  -1.42  -3.88  1.55  -0.198
Si  2.36  -2.34  -0.62  0.399
C  1.57  -4.02  -0.79  -0.198
C  3.98  -2.46  0.27  -0.188
C  2.64  -1.61  -2.32  -0.182
H  5.51  2.69  1.88  0.098
H  3.89  2.36  2.48  0.073
H  4.95  1.03  1.94  0.063
H  3.91  0.08  3.08  0.026
H  3.38  -1.46  2.41  -0.003
H  2.63  -0.80  3.87  0.052
H  2.10  1.98  3.74  0.050
H  0.69  0.99  4.12  0.050
H  0.52  2.40  3.05  0.040
H  1.80  -2.87  3.67  0.024
H  1.88  -3.95  2.28  0.020
H  0.80  -4.32  3.61  0.058
H  -0.48  -1.40  4.42  0.042
H  -1.99  -2.18  3.95  0.047
H  -1.51  -0.65  3.20  0.011
H  -0.97  -4.49  0.77  0.030
H  -2.35  -3.45  1.18  0.011
H  -1.68  -4.54  2.38  0.057
H  1.50  -4.58  0.14  0.028
H  2.20  -4.61  -1.48  0.057
H  0.58  -3.96  -1.23  0.017
H  3.95  -3.03  1.20  0.036
H  4.47  -1.51  0.46  0.034
H  4.61  -3.02  -0.43  0.063
H  2.03  -0.75  -2.55  0.010
H  2.46  -2.39  -3.07  0.053
H  3.69  -1.30  -2.41  0.053

***

# C3H7NS

A single C3H7NS molecule (wB97M-V/def2-TZVPD, the OMol25 dataset).

Calculated values
E_HOMO in eV: -8.129
Energy relative to the best compared isomer or geometry (same formula, charge and spin) in eV: 1.030
Multiplicity: 1
E in Eh: -571.4011
SMILES string: CN(C)C=S

Last column: Löwdin charge in e.
Element x y z (Å)
C  0.87  1.46  0.02  -0.110
N  0.79  -0.03  -0.13  -0.306
C  2.11  -0.76  0.03  -0.043
C  -0.36  -0.65  0.04  -0.741
S  -1.92  -0.06  0.00  0.535
H  1.90  1.81  -0.44  0.106
H  -0.04  1.90  -0.63  0.092
H  0.72  1.73  1.21  0.138
H  2.67  -0.72  -0.92  0.082
H  2.67  -0.28  0.86  0.090
H  1.90  -1.85  0.18  0.092
H  -0.32  -1.77  0.04  0.065

***

# C42H35BBrN8O4Ru

C42H35BBrN8O4Ru as an isolated structure (wB97M-V/def2-TZVPD, the OMol25 dataset).

Calculated values
E_HOMO (spin up / spin down) in eV: -6.850 / -6.841
Energy relative to the best compared isomer or geometry (same formula, charge and spin) in eV: 0.000
Multiplicity: 2
E in Eh: -5054.4686

Last column: Löwdin charge in e.
Element x y z (Å)
Ru  0.16  -0.16  -0.24  1.435
C  1.64  4.74  1.71  -0.005
C  0.64  3.69  1.40  -0.251
C  -0.73  3.71  1.54  0.037
C  -1.19  2.45  1.13  -0.218
N  -0.14  1.72  0.73  -0.008
N  0.97  2.47  0.93  0.038
B  2.35  1.84  0.67  -0.508
N  2.44  0.53  1.47  0.040
N  1.65  -0.55  1.18  0.007
C  2.01  -1.53  2.01  -0.207
C  3.02  -1.08  2.86  0.053
C  3.28  0.22  2.48  -0.249
C  4.28  1.18  3.03  -0.012
C  1.43  -2.89  1.99  -0.182
C  0.94  -3.44  3.17  -0.030
C  0.43  -4.73  3.18  -0.059
C  0.42  -5.48  2.01  -0.058
C  0.93  -4.94  0.84  -0.067
C  1.44  -3.65  0.83  -0.048
N  2.50  1.58  -0.83  0.039
N  1.71  0.67  -1.45  0.006
C  2.00  0.72  -2.76  -0.222
C  2.99  1.70  -2.97  0.048
C  3.28  2.21  -1.72  -0.248
C  4.27  3.27  -1.35  -0.007
C  1.37  -0.10  -3.80  -0.179
C  1.23  -1.47  -3.67  -0.035
C  0.62  -2.22  -4.67  -0.057
C  0.16  -1.59  -5.82  -0.082
C  0.32  -0.22  -5.97  -0.086
C  0.92  0.52  -4.97  -0.046
C  -2.61  2.02  1.25  -0.176
C  -3.22  1.06  0.45  -0.053
C  -4.54  0.70  0.65  -0.057
C  -5.29  1.30  1.66  -0.065
C  -4.69  2.25  2.47  -0.064
C  -3.37  2.61  2.27  -0.032
H  1.14  5.62  2.11  0.086
H  2.37  4.40  2.44  0.082
H  2.19  5.05  0.81  0.079
H  -1.33  4.54  1.89  0.118
H  3.21  2.59  1.04  0.116
H  3.53  -1.65  3.62  0.124
H  4.82  0.70  3.84  0.086
H  4.99  1.49  2.27  0.084
H  3.80  2.07  3.43  0.083
H  0.94  -2.85  4.08  0.120
H  0.03  -5.15  4.09  0.116
H  0.00  -6.48  2.02  0.114
H  0.91  -5.51  -0.08  0.113
H  1.83  -3.23  -0.08  0.113
H  3.45  1.95  -3.91  0.122
H  4.79  3.61  -2.25  0.086
H  3.79  4.13  -0.89  0.076
H  5.01  2.89  -0.65  0.088
H  1.59  -1.96  -2.78  0.103
H  0.50  -3.28  -4.54  0.114
H  -0.32  -2.17  -6.60  0.104
H  -0.03  0.27  -6.87  0.105
H  1.02  1.60  -5.07  0.115
H  -2.66  0.58  -0.32  0.066
H  -4.99  -0.05  0.02  0.111
H  -6.32  1.01  1.82  0.109
H  -5.25  2.72  3.27  0.108
H  -2.91  3.34  2.93  0.108
O  -3.24  -5.00  3.54  -0.020
C  -3.27  -3.77  3.63  -0.687
O  -3.94  -3.18  4.55  -0.071
C  -2.54  -2.84  2.71  -0.089
C  -2.17  -1.57  3.13  0.035
C  -1.47  -0.76  2.26  -0.103
N  -1.12  -1.17  1.03  -0.031
C  -1.45  -2.41  0.64  -0.170
C  -2.16  -3.27  1.45  0.081
C  -0.91  -2.84  -0.70  -0.618
O  -1.28  -3.89  -1.19  0.088
O  -0.07  -2.00  -1.22  -0.196
H  -2.42  -1.20  4.12  0.126
H  -1.15  0.23  2.54  0.107
H  -2.39  -4.27  1.09  0.141
Br  -1.45  4.16  -3.68  0.785
C  -1.65  2.33  -3.30  -0.662
C  -2.43  1.51  -4.10  -0.080
C  -2.49  0.17  -3.77  -0.016
C  -1.81  -0.30  -2.67  -0.086
N  -1.08  0.50  -1.89  -0.051
C  -0.99  1.80  -2.21  -0.180
H  -2.95  1.91  -4.96  0.116
H  -3.07  -0.52  -4.38  0.124
H  -1.82  -1.35  -2.41  0.114
H  -0.37  2.43  -1.58  0.101

***

# C36H32N4O5OsS

C36H32N4O5OsS as an isolated structure (wB97M-V/def2-TZVPD, the OMol25 dataset).

Calculated values
Net charge: +2
E_HOMO (spin up / spin down) in eV: -13.340 / -13.341
Energy relative to the best compared isomer or geometry (same formula, charge and spin) in eV: 0.043
Multiplicity: 1
E in Eh: -2474.6207

Last column: Löwdin charge in e.
Element x y z (Å)
Os  -0.10  0.20  0.59  1.617
C  1.14  -1.47  3.08  0.038
O  0.64  -0.21  2.52  -0.254
C  0.39  0.86  3.37  -0.209
C  1.03  1.08  4.57  0.018
C  0.66  2.19  5.31  -0.031
C  -0.35  3.05  4.87  -0.042
C  -1.00  2.81  3.68  0.009
C  -0.62  1.71  2.92  -0.198
N  -1.21  1.30  1.69  -0.155
N  -2.52  1.58  1.60  0.162
C  -3.33  0.74  1.03  -0.103
C  -2.94  -0.67  0.75  -0.268
O  -1.75  -1.04  0.69  -0.100
C  -3.98  -1.64  0.62  0.029
C  -5.27  -1.25  0.55  0.054
C  -5.69  0.14  0.64  -0.160
C  -7.03  0.48  0.51  0.005
C  -7.41  1.81  0.59  -0.031
C  -6.46  2.80  0.80  -0.033
C  -5.12  2.47  0.94  -0.001
C  -4.73  1.14  0.86  -0.108
H  2.17  -1.33  3.39  0.110
H  1.07  -2.21  2.29  0.079
H  0.50  -1.74  3.92  0.121
H  1.80  0.41  4.93  0.128
H  1.16  2.38  6.25  0.124
H  -0.62  3.91  5.47  0.121
H  -1.80  3.45  3.33  0.122
H  -3.68  -2.68  0.52  0.140
H  -6.05  -1.99  0.40  0.138
H  -7.76  -0.29  0.34  0.128
H  -8.46  2.08  0.48  0.122
H  -6.76  3.84  0.86  0.120
H  -4.38  3.24  1.10  0.116
C  4.34  -3.11  -5.72  -0.031
C  3.53  -2.96  -4.46  -0.244
C  3.45  -4.02  -3.55  -0.007
C  2.70  -3.91  -2.40  -0.037
C  2.01  -2.73  -2.15  -0.309
C  2.07  -1.66  -3.04  -0.055
C  2.83  -1.79  -4.19  -0.018
S  1.01  -2.64  -0.72  0.646
O  1.50  -3.56  0.26  -0.271
O  -0.38  -2.70  -1.08  -0.291
N  1.26  -1.09  -0.13  -0.259
C  2.58  -0.73  0.21  -0.258
C  3.72  -1.51  0.21  0.025
C  4.98  -0.93  0.46  -0.019
C  5.13  0.41  0.68  0.006
C  3.98  1.24  0.70  -0.132
C  4.01  2.64  0.90  0.046
C  2.85  3.36  0.89  -0.006
C  1.63  2.69  0.71  -0.065
N  1.58  1.38  0.54  -0.047
C  2.73  0.65  0.50  -0.155
H  5.26  -3.65  -5.54  0.089
H  4.59  -2.14  -6.15  0.083
H  3.77  -3.66  -6.47  0.097
H  3.99  -4.93  -3.75  0.128
H  2.65  -4.72  -1.69  0.124
H  1.54  -0.74  -2.84  0.109
H  2.89  -0.96  -4.88  0.120
H  3.66  -2.57  0.03  0.111
H  5.85  -1.57  0.45  0.124
H  6.11  0.85  0.85  0.129
H  4.96  3.13  1.06  0.138
H  2.84  4.43  1.02  0.123
H  0.69  3.22  0.72  0.128
C  -1.67  1.89  -3.17  0.026
C  -1.45  0.79  -2.19  -0.387
C  -2.03  -0.54  -2.46  0.020
O  -0.80  1.08  -1.17  -0.099
H  -1.54  1.53  -4.19  0.107
H  -1.03  2.74  -2.97  0.100
H  -2.72  2.20  -3.09  0.116
H  -1.80  -0.85  -3.48  0.119
H  -3.12  -0.42  -2.42  0.121
H  -1.71  -1.30  -1.75  0.044

***

- Which value of energy relative to the best compared isomer or geometry (same formula, charge and spin) does entry 1 give?
  2.247 eV

***

- Number 4 is which compound?
  C42H35BBrN8O4Ru